(a)
The ion C7H16N3 with charge +1, computed with ωB97M-V with the def2-TZVPD basis set.

For the orbital gap, the calculation gives 8.68 eV. The SMILES is C/C=[NH+]/[C@@H](C)N1NC1(C)C. The total charge is +1.

Each line ends with the Löwdin charge.
CARTESIAN COORDINATES (ANGSTROEM)
C: -4.136 -0.563 0.024  0.01
C: -2.838 0.090 -0.249  -0.08
N: -1.716 -0.333 0.129  0.11
C: -0.408 0.291 -0.080  -0.36
C: -0.344 1.202 1.147  -0.02
N: 0.657 -0.658 -0.012  -0.06
N: 1.057 -1.100 -1.297  0.07
C: 2.052 -0.385 -0.457  -0.49
C: 3.132 -0.959 0.437  -0.02
C: 2.543 0.991 -0.947  -0.01
H: -3.788 -1.443 0.457  0.06
H: -4.833 -0.595 -0.805  0.11
H: -4.588 0.052 0.886  0.15
H: -2.936 0.985 -0.892  0.17
H: -1.715 -0.999 0.888  0.18
H: -0.471 0.865 -1.080  0.18
H: -0.013 2.198 0.823  0.09
H: 0.405 0.861 1.982  0.13
H: -1.370 1.255 1.590  0.09
H: 1.266 -2.146 -1.450  0.15
H: 2.726 -1.978 0.779  0.12
H: 3.190 -0.291 1.217  0.05
H: 4.081 -1.062 -0.166  0.11
H: 2.908 1.546 -0.049  0.10
H: 1.742 1.555 -1.357  0.06
H: 3.397 0.621 -1.517  0.10

=====

(b)
A cluster of 2 separate species, C7H16N3 in total, computed with ωB97M-V with the def2-TZVPD basis set.

For the orbital gap, the calculation gives 10.23 eV. The total charge is +1.

Each line ends with the Löwdin charge.
CARTESIAN COORDINATES (ANGSTROEM)
C: 1.092 0.008 0.923  -0.04
C: 1.482 1.049 -1.050  -0.07
C: 1.923 -0.426 -1.142  -0.06
C: 0.387 2.358 0.819  -0.01
C: 1.695 -2.337 0.514  -0.01
C: -2.455 0.199 -1.248  -0.06
C: -3.169 -0.608 0.808  -0.14
N: 1.008 1.165 0.324  -0.11
N: 1.601 -0.944 0.183  -0.12
N: -2.249 0.118 -0.014  -0.10
H: 2.303 1.747 -1.227  0.14
H: 0.670 1.290 -1.740  0.12
H: 1.380 -0.985 -1.909  0.14
H: 2.995 -0.533 -1.331  0.14
H: -0.544 2.539 0.279  0.10
H: 0.159 2.243 1.875  0.10
H: 1.050 3.213 0.684  0.10
H: 1.748 -2.456 1.597  0.10
H: 0.822 -2.883 0.141  0.11
H: 2.590 -2.765 0.064  0.11
H: 0.770 -0.150 1.939  0.18
H: -3.299 -0.258 -1.770  0.08
H: -1.765 0.769 -1.857  0.05
H: -2.602 -1.309 1.423  0.07
H: -3.935 -1.147 0.238  0.08
H: -3.656 0.103 1.478  0.09

=====

Order from most stable to least stable according to the calculation: (b), (a)

=====

(a)
A structure of composition CH3F2PS, computed with ωB97M-V with the def2-TZVPD basis set.

For the orbital gap, the calculation gives 8.07 eV. The total charge is 0.

Each line ends with the Löwdin charge.
CARTESIAN COORDINATES (ANGSTROEM)
C: -0.684 -0.103 0.616  -0.93
F: 0.036 0.917 -1.354  -0.41
F: -1.072 -0.107 1.914  -0.12
P: 0.814 0.618 0.173  0.84
S: -0.781 -1.680 -0.076  0.72
H: 1.422 1.712 0.817  -0.01
H: 1.700 0.055 -0.836  0.02
H: -1.434 -1.411 -1.254  -0.10

=====

(b)
A cluster of 2 separate species, CH3F2PS in total, computed with ωB97M-V with the def2-TZVPD basis set.

For the orbital gap (alpha / beta), the calculation gives 8.70 / 6.19 eV. The total charge is 0.

Each line ends with the Löwdin charge.
CARTESIAN COORDINATES (ANGSTROEM)
C: -0.086 0.278 -0.067  -0.57
F: 4.339 -1.334 -0.513  -0.40
F: 5.073 0.227 1.079  -0.40
P: 4.513 0.266 -0.434  0.81
S: 0.814 1.820 -0.252  0.50
H: -0.233 -0.168 -1.045  0.02
H: -1.050 0.486 0.395  0.01
H: 0.487 -0.396 0.567  0.02

=====

Order from most stable to least stable according to the calculation: (b), (a)

=====

(a)
The ion C4H13N3 with charge +2, computed with ωB97M-V with the def2-TZVPD basis set.

For the orbital gap, the calculation gives 12.04 eV. The SMILES is C/[N+](=C/N)[NH+](C)C. The total charge is +2.

Each line ends with the Löwdin charge.
CARTESIAN COORDINATES (ANGSTROEM)
C: -0.073 1.920 -0.137  0.06
N: -0.669 0.504 -0.012  0.00
C: -1.901 0.219 -0.076  -0.11
N: -2.582 -0.914 0.146  0.20
N: 0.404 -0.592 0.211  -0.09
C: 1.468 -0.169 1.095  0.02
C: 0.898 -1.072 -1.086  0.04
H: -0.438 2.714 0.466  0.10
H: -0.346 2.273 -1.169  0.14
H: 0.979 2.104 -0.090  0.09
H: -2.527 1.157 -0.245  0.22
H: -3.603 -0.786 0.177  0.16
H: -2.320 -1.794 0.687  0.18
H: -0.186 -1.326 0.752  0.22
H: 2.145 0.554 0.633  0.12
H: 1.173 0.340 1.920  0.10
H: 2.127 -0.963 1.295  0.13
H: 1.681 -0.395 -1.477  0.13
H: 1.339 -2.142 -0.869  0.18
H: 0.226 -1.150 -1.882  0.09

=====

(b)
The ion C4H13N3 with charge +2, computed with ωB97M-V with the def2-TZVPD basis set.

For the orbital gap, the calculation gives 9.36 eV. The SMILES is N/C=C(\[NH3+])CC[NH3+]. The total charge is +2.

Each line ends with the Löwdin charge.
CARTESIAN COORDINATES (ANGSTROEM)
N: 1.808 -2.657 -0.210  0.12
C: 1.021 -1.578 -0.599  -0.05
C: 0.852 -0.339 0.040  -0.27
N: 1.726 0.046 1.126  0.19
C: -0.087 0.755 -0.471  -0.12
C: -1.603 0.546 -0.093  -0.10
N: -2.527 1.826 -0.139  0.22
H: 1.790 -3.449 -0.828  0.12
H: 2.748 -2.469 0.136  0.12
H: 0.328 -1.818 -1.294  0.10
H: 2.197 -0.680 1.665  0.17
H: 1.045 0.488 1.823  0.20
H: 2.400 0.904 0.942  0.24
H: 0.086 0.676 -1.602  0.16
H: 0.156 1.718 -0.019  0.11
H: -2.023 -0.309 -0.719  0.16
H: -1.778 0.140 0.853  0.10
H: -2.284 2.380 0.609  0.12
H: -2.356 2.338 -1.088  0.23
H: -3.498 1.482 -0.131  0.18

=====

Order from most stable to least stable according to the calculation: (b), (a)

=====

(a)
A structure of composition C4H13N3, computed with ωB97M-V with the def2-TZVPD basis set.

For the orbital gap, the calculation gives 8.13 eV. The total charge is +2.

Each line ends with the Löwdin charge.
CARTESIAN COORDINATES (ANGSTROEM)
C: -0.424 -0.411 -0.423  0.17
C: -0.127 -0.401 1.072  -0.17
C: 1.272 -0.163 0.703  -0.11
C: 1.712 -1.032 -0.316  -0.05
N: 2.231 -0.397 -1.475  0.08
N: 1.623 1.381 1.043  0.28
N: -3.232 0.364 -0.141  0.04
H: -0.376 0.569 -0.890  0.11
H: -0.904 -1.248 -0.989  0.15
H: -0.791 0.349 1.535  0.14
H: -0.409 -1.242 1.749  0.17
H: 1.359 -2.057 -0.172  0.17
H: 2.713 -1.053 -2.081  0.12
H: 1.408 -0.315 -2.154  0.15
H: 1.764 1.380 2.064  0.19
H: 0.725 1.896 0.829  0.19
H: 2.417 1.660 0.355  0.22
H: -3.802 1.085 -0.588  0.05
H: -3.479 -0.322 -0.826  0.02
H: -3.680 -0.042 0.706  0.07

=====

(b)
The ion C4H13N3 with charge +2, computed with ωB97M-V with the def2-TZVPD basis set.

For the orbital gap, the calculation gives 11.99 eV. The SMILES is CC(C)=[NH+]C[NH2+]N. The total charge is +2.

Each line ends with the Löwdin charge.
CARTESIAN COORDINATES (ANGSTROEM)
C: 0.635 2.195 -1.441  0.13
C: 0.550 0.404 -0.998  -0.16
C: 0.799 -0.472 -2.099  0.02
N: 0.416 0.119 0.265  0.09
C: 0.138 -1.251 0.895  -0.02
N: -0.775 -0.975 2.051  -0.04
N: -1.840 -0.070 1.749  0.11
H: 1.691 2.353 -1.274  0.08
H: 0.002 2.702 -0.744  0.06
H: 0.415 2.231 -2.522  0.09
H: 0.580 -1.455 -1.940  0.06
H: 1.962 -0.327 -2.139  0.20
H: 0.484 -0.056 -3.052  0.12
H: 0.440 0.928 0.927  0.18
H: -0.607 -1.842 0.225  0.19
H: 1.062 -1.799 1.212  0.18
H: -0.928 -1.942 2.409  0.21
H: -0.246 -0.428 2.813  0.23
H: -2.331 0.138 2.624  0.15
H: -2.449 -0.453 1.035  0.13

=====

Order from most stable to least stable according to the calculation: (b), (a)